(1)
Molecular formula: C3H8N4O5
Method: DFT, ωB97M-V/def2-TZVPD

Cartesian coordinates (Å):
C  1.261  0.166  -2.336
C  0.748  -0.964  -1.371
C  0.598  -0.524  -0.025
O  0.397  -1.464  0.927
N  -0.624  0.335  0.009
N  -1.039  0.581  1.341
N  -2.110  -0.294  1.737
O  -2.636  -0.819  0.750
O  -2.387  -0.386  2.917
N  -0.483  1.741  1.985
O  0.304  2.237  1.262
O  -0.764  1.944  3.115
H  2.053  0.699  -1.734
H  0.499  0.916  -2.466
H  1.267  -0.178  -3.381
H  -0.237  -1.336  -1.639
H  1.570  -1.726  -1.341
H  1.511  0.176  0.176
H  0.498  -2.367  0.493
H  -0.425  1.263  -0.420

Properties
SMILES = CC[C@H](O)NN([N+](=O)[O-])[N+](=O)[O-]
molar mass = 180.12 g mol⁻¹
highest occupied orbital energy = -0.3660 Ha
maximum force = 4.78 eV Å⁻¹


(2)
Molecular formula: C3H8N5
Method: DFT, ωB97M-V/def2-TZVPD

Cartesian coordinates (Å):
C  -0.099  1.690  -0.443
C  1.066  -0.337  -0.246
C  1.113  1.099  -0.365
N  -1.240  1.054  -0.390
N  -0.090  -0.941  -0.184
N  2.233  -0.926  -0.357
N  -2.283  -0.912  -0.116
N  -1.153  -0.183  -0.097
H  -0.333  2.735  -0.573
H  2.001  1.636  -0.054
H  -0.391  -0.205  2.365
H  2.991  -0.218  -0.569
H  2.336  -2.001  -0.425
H  -3.129  -0.533  -0.359
H  -2.391  -1.819  0.200
H  -0.631  -0.141  1.614

Properties
molar mass = 114.13 g mol⁻¹
net charge = +1
highest occupied orbital energy = -0.5190 Ha
maximum force = 4.00 eV Å⁻¹


(3)
Molecular formula: C3H8N5O
Method: DFT, ωB97M-V/def2-TZVPD

Cartesian coordinates (Å):
C  1.533  -2.138  -0.943
C  -0.084  1.659  0.570
C  0.024  -2.371  -0.768
N  1.857  -0.926  -0.819
N  0.984  0.937  0.178
N  0.172  2.836  1.100
N  -1.312  1.191  0.516
N  0.946  -0.038  -0.724
O  -0.573  -1.202  -0.545
H  2.222  -2.882  -1.000
H  -0.198  -2.915  -1.850
H  -0.003  -3.152  0.054
H  1.052  3.331  1.319
H  -0.709  3.382  1.076
H  -1.638  0.309  0.296
H  -2.129  1.757  0.823
H  0.309  0.167  -1.631

Properties
2S+1 = 3
molar mass = 130.13 g mol⁻¹
net charge = +1
highest occupied orbital energy (alpha / beta) = -0.4271 / -0.5146 Ha
maximum force = 7.08 eV Å⁻¹


(4)
Molecular formula: C3H8N7
Method: DFT, ωB97M-V/def2-TZVPD

Cartesian coordinates (Å):
C  0.459  0.593  2.902
C  1.501  -0.005  1.048
C  -0.209  -0.544  -1.438
N  0.297  0.427  1.564
N  1.669  0.313  3.261
N  1.795  -0.304  -0.142
N  2.322  -0.059  2.165
N  0.402  -1.412  -2.173
N  -0.933  0.215  -0.905
N  -2.600  0.696  -1.923
H  -0.313  0.909  3.575
H  3.303  -0.291  2.193
H  1.395  -1.555  -2.034
H  -0.073  -1.904  -2.916
H  -0.516  0.559  0.967
H  -2.324  0.971  -2.856
H  -3.238  -0.088  -1.910
H  -2.937  1.480  -1.380

Properties
molar mass = 142.15 g mol⁻¹
net charge = +1
highest occupied orbital energy (alpha / beta) = -0.4443 / -0.4469 Ha
maximum force = 1.81 eV Å⁻¹


(5)
Molecular formula: C3H8NO
Method: DFT, ωB97M-V/def2-TZVPD

Cartesian coordinates (Å):
C  -1.116  2.052  -0.257
C  -0.130  1.016  0.279
N  -0.050  -0.118  -0.631
C  1.003  -1.179  -0.090
O  0.446  -2.040  0.724
H  -0.731  2.404  -1.212
H  -2.098  1.602  -0.368
H  -1.253  2.921  0.402
H  0.875  1.443  0.303
H  -0.335  0.689  1.310
H  -0.891  -0.672  -0.553
H  1.380  -1.546  -1.064
H  1.852  -0.554  0.296

Properties
SMILES = CCNC[O-]
molar mass = 74.10 g mol⁻¹
net charge = -1
highest occupied orbital energy = -0.0882 Ha
maximum force = 1.41 eV Å⁻¹


(6)
Molecular formula: C3H8NO
Method: DFT, ωB97M-V/def2-TZVPD

Cartesian coordinates (Å):
C  -1.236  0.754  -2.092
O  0.009  0.232  -1.886
H  -1.939  0.574  -1.259
H  -1.235  1.849  -2.231
H  -1.741  0.321  -2.972
C  1.895  -0.668  1.858
C  0.545  -0.698  1.652
N  -0.153  -0.569  0.510
H  2.619  -0.367  1.110
H  2.226  -0.577  2.886
H  -0.036  -0.491  2.565
H  -1.083  -0.229  0.716
H  0.127  -0.131  -0.857

Properties
molar mass = 74.10 g mol⁻¹
net charge = -1
highest occupied orbital energy = -0.0861 Ha
maximum force = 1.95 eV Å⁻¹


maximum force of number 5 (C3H8NO)? 1.41 eV Å⁻¹